(1)
Entry from OMol25: one molecule with the formula C29H52N2O3S at a distorted geometry (ωB97M-V/def2-TZVPD).

Gap between HOMO and LUMO = 8.98 eV
Structure (SMILES) = CCCCCCCCCCCCCC[C@@H]1COS(=O)(=O)[C@@H](CCc2ccccc2)[C@]1(N)CCCN
ΔE to the lowest compared entry with this formula, charge and spin = 0.000 eV

```
! RIJCOSX wB97M-V def2-TZVPD def2/J DEFGRID3
* xyz 0 1
C -2.81 1.94 -3.77
C -3.81 2.27 -4.96
C -3.16 2.11 -6.40
C -2.06 0.99 -6.49
C -2.68 -0.49 -6.42
C -1.52 -1.43 -5.87
C -2.06 -2.75 -5.18
C -3.09 -2.46 -4.00
C -3.24 -3.73 -3.04
C -3.58 -3.32 -1.55
C -2.31 -2.82 -0.74
C -2.74 -2.03 0.58
C -1.88 -2.46 1.84
C -0.97 -1.29 2.43
C -0.05 -0.59 1.36
C 0.90 -1.65 0.67
O 1.96 -2.13 1.52
S 3.05 -0.92 1.73
O 4.04 -1.46 2.66
O 3.61 -0.52 0.44
C 2.12 0.48 2.52
C 3.03 1.80 2.49
C 3.86 2.03 3.81
C 5.39 1.74 3.71
C 6.26 2.35 4.75
C 7.70 2.08 4.74
C 8.36 1.23 3.74
C 7.51 0.67 2.69
C 6.06 0.93 2.70
C 0.70 0.73 1.87
N 0.95 1.54 0.62
C -0.24 1.66 2.75
C -0.23 1.32 4.29
C -1.41 2.04 5.10
N -0.97 2.13 6.54
H -2.82 0.83 -3.56
H -3.19 2.44 -2.83
H -1.78 2.32 -3.99
H -4.10 3.35 -4.85
H -4.70 1.58 -4.88
H -2.77 3.11 -6.73
H -3.98 1.83 -7.12
H -1.60 1.08 -7.52
H -1.22 1.12 -5.77
H -3.55 -0.45 -5.72
H -3.01 -0.75 -7.45
H -0.85 -0.89 -5.14
H -0.90 -1.78 -6.75
H -1.19 -3.33 -4.74
H -2.50 -3.45 -5.95
H -4.09 -2.29 -4.47
H -2.73 -1.57 -3.41
H -2.30 -4.35 -3.10
H -4.08 -4.39 -3.42
H -4.36 -2.52 -1.59
H -4.04 -4.23 -1.06
H -1.59 -2.25 -1.38
H -1.78 -3.77 -0.41
H -3.82 -2.29 0.75
H -2.73 -0.91 0.39
H -1.23 -3.34 1.59
H -2.60 -2.80 2.63
H -0.38 -1.78 3.27
H -1.69 -0.59 2.95
H -0.75 -0.24 0.54
H 0.33 -2.55 0.33
H 1.27 -1.17 -0.28
H 2.08 0.19 3.61
H 2.32 2.67 2.41
H 3.64 1.85 1.55
H 3.39 1.51 4.70
H 3.77 3.13 4.06
H 5.84 3.01 5.54
H 8.31 2.57 5.55
H 9.44 0.99 3.73
H 7.92 0.01 1.88
H 5.47 0.46 1.88
H 1.31 0.94 -0.13
H 0.03 1.94 0.39
H 0.11 2.72 2.65
H -1.29 1.58 2.36
H -0.32 0.23 4.53
H 0.72 1.68 4.78
H -1.64 3.06 4.69
H -2.36 1.44 5.09
H -0.45 1.26 6.71
H -0.23 2.84 6.53
*
```

Atomic partial charges in e from the Löwdin method, atoms 1 to 2:
1. C -0.12
2. C -0.25

(2)
Entry from OMol25: a 3-piece molecular cluster, C29H52NO2 overall at a distorted geometry (ωB97M-V/def2-TZVPD).

Gap between HOMO and LUMO (spin up / spin down) = 8.92 / 8.76 eV
⟨S²⟩ = 0.75

```
! RIJCOSX wB97M-V def2-TZVPD def2/J DEFGRID3
* xyz 0 2
C 5.99 -2.41 2.20
C 4.83 -1.89 1.18
C 4.01 -0.76 2.03
C 3.90 -3.16 0.88
C 2.83 -2.81 -0.31
C 1.94 -4.08 -0.71
C 0.36 -3.86 -0.66
O -0.36 -4.83 -1.06
C -0.41 -2.56 -0.11
C -0.24 -1.18 -0.88
C -0.94 0.12 -0.36
C -1.80 0.01 0.92
C -1.98 -1.39 1.67
C -1.27 -2.70 1.17
C 3.71 -2.33 -1.57
C 4.68 -1.11 -1.19
C 3.84 0.28 -1.13
C 5.69 -0.93 -2.46
N 5.56 -1.34 0.00
O 6.51 -2.17 -0.39
H 6.46 -3.39 1.86
H 5.54 -2.61 3.25
H 6.77 -1.59 2.36
H 3.89 -1.21 3.08
H 4.65 0.18 2.13
H 2.97 -0.59 1.59
H 4.48 -4.10 0.58
H 3.25 -3.33 1.82
H 2.25 -1.91 0.06
H 2.23 -4.45 -1.76
H 2.18 -4.93 0.04
H 0.42 -1.13 -1.81
H -0.79 1.11 -0.91
H -2.34 0.90 1.40
H -2.59 -1.47 2.63
H -1.36 -3.70 1.71
H 4.32 -3.21 -1.97
H 3.04 -1.96 -2.44
H 3.47 0.49 -2.19
H 2.93 0.13 -0.44
H 4.55 1.09 -0.73
H 6.02 -1.93 -2.91
H 5.08 -0.39 -3.29
H 6.57 -0.24 -2.21
C 2.67 3.84 0.57
C 1.22 3.42 0.35
C 0.29 4.60 0.06
C 0.16 5.63 1.19
C -0.31 5.07 2.53
C -1.71 4.47 2.48
H 2.78 4.48 1.45
H 3.29 2.95 0.73
H 3.06 4.38 -0.29
H 0.87 2.86 1.21
H 1.19 2.74 -0.50
H -0.70 4.21 -0.19
H 0.64 5.12 -0.84
H -0.54 6.41 0.86
H 1.12 6.13 1.33
H -0.32 5.89 3.26
H 0.40 4.33 2.91
H -2.44 5.21 2.14
H -2.01 4.13 3.47
H -1.75 3.61 1.81
C -4.31 -1.73 -0.86
C -4.88 -0.56 -1.64
C -5.84 0.30 -0.82
C -7.11 -0.42 -0.33
C -7.97 -1.04 -1.42
C -8.53 -0.02 -2.40
H -5.09 -2.43 -0.55
H -3.59 -2.28 -1.48
H -3.78 -1.39 0.03
H -5.37 -0.92 -2.55
H -4.05 0.08 -1.97
H -6.13 1.17 -1.41
H -5.31 0.70 0.06
H -7.71 0.30 0.24
H -6.83 -1.20 0.39
H -8.81 -1.56 -0.95
H -7.41 -1.80 -1.97
H -9.13 0.73 -1.88
H -9.18 -0.52 -3.14
H -7.74 0.49 -2.95
*
```

Atomic partial charges in e from the Löwdin method, atoms 1 to 2:
1. C -0.07
2. C -0.44

Number 1: energy -50871.1445 eV. Number 2: energy -36493.6004 eV.